142
Properties=species:S:1:pos:R:3:forces:R:3 method="wB97M-V/def2-TZVPD" homo_lumo_gap_ev=9.57 e_lumo_ev=0.12 smiles="COB(O)B1OB(CCC(F)(F)C(F)(F)S(F)(F)(F)(F)F)OB(COO)O1.C[C@@H]1COC(=O)O1.C[C@@H]1COC(=O)O1.C[C@@H]1COC(=O)O1.C[C@@H]1COC(=O)O1.C[C@@H]1COC(=O)O1.C[C@@H]1COC(=O)O1.C[C@@H]1COC(=O)O1.C[C@@H]1COC(=O)O1" e_tot_ha=-5212.58749 max_force_ev_per_a=2.04
C -1.86599 3.82389 1.26617 0.2 0.0 0.1
O -1.93659 3.05040 0.05766 -0.3 -0.2 0.0
B -1.89733 1.68574 0.05715 -0.2 -0.1 0.0
O -2.49988 1.00976 -0.99528 0.7 -0.1 -0.1
B -0.98960 0.74848 1.20847 -0.2 -0.5 0.4
O -0.31774 -0.38017 0.75010 0.4 0.3 -0.2
B 0.93759 -0.65185 1.26940 -0.4 0.2 0.4
C 1.73393 -1.91445 0.79722 0.3 0.1 -0.3
C 2.58712 -2.62092 1.87522 0.1 -0.1 -0.1
C 2.03941 -4.01591 2.15771 0.0 0.0 0.3
F 2.56133 -4.90727 1.26534 0.1 0.1 -0.1
F 0.70151 -4.09876 2.00940 -0.2 0.1 -0.1
C 2.42742 -4.61948 3.55390 -0.6 1.4 -0.1
F 2.42131 -5.90932 3.49977 -0.3 -2.0 -0.2
F 3.66437 -4.23636 3.79895 1.3 0.5 0.4
S 1.33916 -4.13481 5.05308 -0.3 0.3 -0.6
F 0.93301 -2.76615 4.31955 0.0 -0.2 0.3
F 2.53413 -3.36833 5.77007 -0.2 -0.1 0.1
F 1.73550 -5.47015 5.81586 0.0 0.2 0.0
F 0.12381 -4.88335 4.33896 0.1 0.0 0.4
F 0.38013 -3.75762 6.24613 0.2 0.0 -0.2
O 1.48121 0.24948 2.18557 -0.1 0.1 -0.1
B 0.65746 1.20337 2.79898 -0.2 -0.7 -0.1
C 1.25722 2.40863 3.62014 -0.1 -0.1 0.1
O 2.31791 3.04073 2.87803 0.2 -0.2 0.4
O 3.52373 2.29534 3.16086 -0.3 0.0 -0.5
O -0.70142 1.10354 2.51785 0.2 0.9 -0.4
H -2.08370 4.86334 0.99894 0.1 -0.3 0.1
H -0.86430 3.77975 1.71789 -0.4 0.0 -0.1
H -2.61118 3.46455 1.98930 0.3 0.1 -0.2
H -2.26064 1.30246 -1.88598 -0.4 0.2 0.3
H 1.03475 -2.60633 0.31385 0.2 0.1 0.0
H 2.40640 -1.56465 -0.00716 -0.2 -0.1 0.2
H 2.64483 -2.03373 2.80054 -0.1 -0.2 -0.2
H 3.61637 -2.78130 1.52092 -0.3 0.1 0.2
H 1.61139 2.07345 4.59773 0.1 0.3 -0.2
H 0.50351 3.18833 3.79254 0.2 -0.1 -0.1
H 3.60151 1.79357 2.33196 0.0 0.0 0.3
C -0.26737 -6.88273 -1.87116 0.1 -0.1 -0.2
C 0.04944 -5.41903 -1.75607 -0.1 0.0 0.0
C -0.92494 -4.45678 -2.40833 0.1 -0.1 -0.1
O -0.06341 -3.34857 -2.74534 -0.1 0.1 -0.1
C 1.18035 -3.83193 -2.91864 0.1 0.1 0.1
O 2.09585 -3.21187 -3.37601 -0.1 -0.1 0.0
O 1.25830 -5.10626 -2.49578 0.0 0.0 0.1
H 0.59084 -7.48100 -1.57147 0.0 0.0 0.1
H -1.11459 -7.14783 -1.23863 0.0 0.1 0.0
H -0.50553 -7.14322 -2.90263 0.0 0.0 0.0
H 0.22613 -5.13419 -0.71433 0.1 0.0 0.0
H -1.72731 -4.11226 -1.76350 0.0 0.1 0.0
H -1.33959 -4.86531 -3.33377 0.0 0.0 0.2
C 4.24275 -5.98026 -3.54699 -0.2 0.1 -0.1
C 3.85157 -7.38225 -3.92830 0.1 0.0 -0.1
C 3.37341 -7.59714 -5.35323 0.0 0.1 0.0
O 2.47180 -8.70440 -5.21187 0.0 0.0 0.0
C 1.99005 -8.68223 -3.94798 -0.2 0.2 0.2
O 1.06530 -9.31506 -3.54551 0.2 -0.1 -0.2
O 2.68298 -7.80060 -3.19887 0.1 -0.2 0.1
H 4.36710 -5.90486 -2.46784 0.0 0.0 0.0
H 5.18588 -5.71607 -4.02663 0.0 0.0 0.0
H 3.47434 -5.26547 -3.84445 0.1 0.0 0.0
H 4.65029 -8.09332 -3.69531 0.0 0.0 0.0
H 4.15790 -7.85063 -6.06053 0.0 -0.1 0.0
H 2.80658 -6.73541 -5.71399 0.0 0.0 0.0
C -0.75072 6.81170 -1.62704 0.0 -0.1 0.1
C 0.31427 6.86878 -0.56944 0.2 0.0 0.0
C 1.48819 5.92439 -0.74859 -0.1 0.0 -0.1
O 1.89164 5.66724 0.60185 0.1 0.0 0.0
C 0.81074 5.83419 1.39597 -0.1 -0.2 0.1
O 0.73579 5.49336 2.53423 0.0 0.2 -0.1
O -0.19609 6.40611 0.69971 0.0 0.2 0.1
H -1.63515 7.35663 -1.29851 0.0 0.1 -0.1
H -0.40693 7.25422 -2.56177 0.0 0.0 0.1
H -1.03870 5.77559 -1.81340 0.0 0.0 0.0
H 0.67617 7.88992 -0.41720 0.0 0.0 0.0
H 2.32032 6.33823 -1.31088 0.0 0.0 0.1
H 1.16755 4.97918 -1.19426 0.0 0.0 -0.1
C -4.63889 -2.16279 -7.97735 -0.1 -0.1 0.0
C -3.64246 -2.49877 -6.90241 0.1 0.0 0.0
C -2.61548 -3.56614 -7.23597 -0.1 0.0 0.0
O -2.33374 -4.12350 -5.94758 0.0 -0.1 0.0
C -3.41945 -3.93274 -5.16176 0.1 -0.1 0.2
O -3.56123 -4.42712 -4.08810 -0.1 0.1 -0.2
O -4.29531 -3.10588 -5.76614 -0.1 0.1 0.0
H -5.43941 -1.54604 -7.57164 0.0 0.0 0.0
H -4.14704 -1.61025 -8.77800 0.0 0.0 0.0
H -5.08274 -3.06899 -8.39090 0.0 0.0 0.0
H -3.13846 -1.59858 -6.53937 0.0 0.0 0.0
H -1.69869 -3.18965 -7.68029 0.0 0.0 0.1
H -3.04448 -4.34902 -7.86617 0.0 0.0 0.0
C -5.94903 8.84614 -2.47135 0.1 -0.2 0.2
C -4.94834 8.89735 -3.59160 -0.1 -0.1 -0.1
C -5.30303 8.09509 -4.82658 -0.2 0.0 -0.1
O -4.01102 7.78167 -5.37026 0.0 0.0 0.0
C -3.13541 7.76058 -4.34647 0.1 -0.2 0.1
O -2.02479 7.33124 -4.40015 -0.1 0.1 -0.2
O -3.70176 8.26351 -3.22650 0.0 0.2 0.1
H -5.53360 9.27253 -1.55899 0.0 0.1 0.0
H -6.84043 9.40994 -2.74458 0.0 0.0 0.0
H -6.24102 7.81583 -2.26329 0.0 0.0 0.0
H -4.72288 9.93287 -3.86168 0.1 0.0 0.0
H -5.89351 8.64378 -5.55467 0.1 0.0 -0.1
H -5.80895 7.16063 -4.57401 -0.1 0.0 0.0
C -5.95444 2.54698 -3.23682 -0.1 0.0 -0.1
C -6.46747 3.86646 -2.73148 0.0 0.1 0.1
C -7.63421 3.82008 -1.76128 0.0 -0.1 0.0
O -8.28628 5.07304 -2.01257 -0.1 0.0 0.0
C -8.01233 5.43754 -3.28357 -0.1 0.2 -0.1
O -8.53332 6.34092 -3.86127 0.1 -0.1 0.1
O -7.05178 4.64281 -3.80473 0.1 0.0 0.0
H -5.26558 2.70280 -4.06583 0.0 0.0 0.0
H -5.42397 2.02705 -2.43881 0.0 0.0 0.0
H -6.77610 1.92091 -3.58683 0.0 0.0 0.0
H -5.65403 4.46301 -2.30795 0.0 0.0 0.0
H -7.34862 3.76055 -0.71524 0.0 0.1 0.0
H -8.32746 3.01249 -2.00721 0.0 0.0 0.0
C 3.55646 -0.96151 8.53367 -0.2 -0.2 0.0
C 2.85967 0.23713 7.96399 -0.1 0.1 -0.1
C 1.86799 0.96471 8.84989 0.0 -0.1 0.0
O 0.96305 1.52797 7.88929 -0.1 0.0 0.2
C 0.98329 0.74602 6.79159 -0.1 0.1 -0.2
O 0.22744 0.85946 5.87397 0.0 -0.3 0.3
O 1.98885 -0.14596 6.86413 0.1 0.0 0.0
H 4.08045 -1.48234 7.73624 0.1 0.0 0.0
H 4.29350 -0.66068 9.27647 0.0 0.0 0.0
H 2.84899 -1.65867 8.98704 0.0 0.1 0.0
H 3.58905 0.94775 7.56577 0.0 0.0 -0.1
H 2.29995 1.76075 9.44884 0.0 0.0 -0.1
H 1.31314 0.27236 9.48752 0.0 0.0 0.0
C 6.15523 -0.52743 3.97711 0.0 0.0 0.0
C 7.08256 -0.82615 5.12276 0.1 -0.1 0.0
C 7.39332 -2.28732 5.40134 0.0 0.1 0.0
O 7.65355 -2.27719 6.81378 0.0 -0.1 0.0
C 6.97362 -1.24290 7.35200 -0.1 0.3 0.2
O 6.81925 -1.03794 8.51470 0.1 -0.2 -0.1
O 6.48055 -0.44809 6.37685 0.0 0.1 0.0
H 5.84950 0.51837 4.00440 0.0 0.0 0.0
H 6.66202 -0.71835 3.03027 0.0 0.0 0.0
H 5.26244 -1.14463 4.03455 -0.1 -0.1 0.0
H 8.01356 -0.25980 5.02710 0.0 0.0 0.0
H 8.26065 -2.67343 4.87378 0.1 0.0 0.1
H 6.52579 -2.92324 5.21206 0.0 0.0 0.0

=====

109
Properties=species:S:1:pos:R:3:forces:R:3 method="wB97M-V/def2-TZVPD" homo_lumo_gap_ev="6.19 / 6.80" e_lumo_ev="0.06 / -0.16" multiplicity=6 e_tot_ha=-4689.27843 max_force_ev_per_a=1.05
Mn -0.02978 -1.98847 -0.31816 -0.1 -0.3 1.0
C -1.33865 7.07640 -0.38263 0.1 0.0 0.0
C -0.26030 6.00923 -0.18431 0.0 0.0 0.0
C 0.44655 5.79087 -1.52770 0.0 0.0 0.0
C 0.75161 6.53075 0.84300 0.0 0.0 0.0
C -0.84281 4.68168 0.30812 0.1 0.0 0.0
C -2.21716 4.54171 0.62263 0.0 0.0 0.0
C -2.71966 3.31861 1.09552 0.0 0.0 0.0
C -1.92592 2.21789 1.24815 0.0 -0.1 0.1
S -2.69039 0.78805 1.93039 -0.1 0.1 0.0
C -1.82081 -0.57514 1.17655 0.3 -0.1 0.0
N -0.86070 -0.44459 0.37045 -0.3 0.4 0.1
C -0.46344 2.24871 0.91270 0.1 -0.1 -0.1
C -0.02769 3.60574 0.47514 -0.1 0.0 0.0
C -2.25352 -1.93987 1.53323 0.0 0.0 0.0
C -3.28852 -2.30602 2.37976 0.0 0.0 0.0
C -3.56171 -3.65520 2.55624 0.0 0.0 0.0
C -2.80634 -4.60808 1.88797 0.0 0.0 0.0
C -1.76701 -4.22547 1.04384 0.1 0.0 0.1
C -1.46152 -2.88433 0.85838 -0.1 0.0 -0.1
H -0.87895 7.99063 -0.76023 0.0 0.0 0.0
H -1.84196 7.32112 0.55191 0.0 0.0 0.1
H -2.09102 6.75892 -1.10469 0.0 0.0 -0.1
H 0.81878 6.73858 -1.91766 0.0 0.1 0.0
H -0.24138 5.36763 -2.25961 -0.1 0.0 -0.1
H 1.29126 5.11220 -1.43007 0.1 -0.1 0.0
H 1.16366 7.48687 0.51885 0.0 0.1 0.0
H 1.57676 5.83323 0.97391 0.1 -0.1 0.0
H 0.27670 6.67282 1.81328 0.0 0.0 0.1
H -2.89387 5.37513 0.53350 -0.1 0.1 0.0
H -3.77104 3.25005 1.34887 -0.1 0.0 0.0
H 1.02910 3.69740 0.27312 0.1 0.0 0.0
H -3.87671 -1.55471 2.89191 0.0 0.0 0.0
H -4.36073 -3.96335 3.21509 -0.1 0.0 0.0
H -3.02071 -5.65914 2.03383 0.0 0.0 0.0
H -1.17607 -4.99227 0.55468 0.0 0.0 0.0
C 2.53218 1.34651 -0.17026 -0.1 -0.2 0.1
Si 1.94874 0.59112 1.47325 0.1 0.0 0.1
C 3.26859 1.12739 2.72891 -0.1 -0.1 -0.2
C 0.45746 1.66554 2.01672 0.0 -0.1 -0.1
C 1.76576 -1.25608 1.43402 -0.1 -0.4 -0.2
Si 1.57607 -2.04648 3.10461 0.1 0.0 0.0
C 3.18213 -2.10437 4.11884 -0.1 0.1 -0.1
C 0.33310 -1.14727 4.20503 0.1 -0.1 -0.1
C 1.06069 -3.87384 3.07009 0.0 0.2 -0.1
Si 3.03634 -2.05651 0.42973 0.1 0.0 0.0
C 4.85331 -1.57796 0.67430 -0.2 0.0 0.0
C 3.03284 -3.94709 0.43168 0.0 0.2 0.0
C 2.66417 -1.62640 -1.41629 0.1 0.0 0.1
C 3.61759 -1.69301 -2.43148 0.0 0.1 0.0
C 3.27941 -1.38766 -3.73688 0.0 0.0 0.0
C 1.97587 -1.00137 -4.01502 0.0 0.0 0.0
C 1.07166 -0.96133 -2.97382 -0.1 0.1 0.0
N 1.39933 -1.26655 -1.71463 0.1 -0.1 -0.3
H 2.82566 2.38207 -0.00478 0.0 0.1 0.1
H 1.75844 1.33295 -0.93613 -0.1 0.0 -0.1
H 3.40012 0.83008 -0.57583 0.1 -0.1 -0.1
H 3.48046 2.19077 2.62345 0.0 0.2 0.0
H 4.20009 0.58212 2.59921 0.1 -0.1 0.0
H 2.93206 0.96451 3.75120 -0.1 0.0 0.1
H 0.84062 2.50131 2.60910 0.1 0.0 0.1
H -0.14156 1.06980 2.70336 -0.1 0.0 0.1
H -0.33760 1.56280 0.05384 0.1 0.2 0.2
H 3.59142 -1.11973 4.33255 0.0 0.1 0.0
H 3.95040 -2.67622 3.59776 0.1 -0.1 -0.1
H 2.99987 -2.60508 5.06911 -0.1 -0.1 0.1
H 0.63101 -0.12199 4.41453 0.1 0.1 0.0
H 0.25455 -1.66579 5.16040 0.0 -0.1 0.1
H -0.66022 -1.12445 3.75939 -0.1 0.0 -0.1
H 1.89131 -4.51662 3.35716 0.1 -0.1 0.0
H 0.71938 -4.18723 2.08963 -0.1 -0.1 -0.1
H 0.24455 -4.05782 3.76791 -0.1 0.0 0.1
H 5.08739 -1.67542 1.73316 0.1 0.0 0.1
H 5.05865 -0.54714 0.39313 0.0 0.1 0.0
H 5.54100 -2.22178 0.12721 0.1 -0.1 -0.1
H 3.30163 -4.33383 1.41201 0.1 -0.1 0.1
H 3.76617 -4.31590 -0.28692 0.1 0.0 -0.1
H 2.06413 -4.36645 0.16536 -0.1 0.0 0.0
H 4.62948 -1.97386 -2.17777 0.1 0.0 0.0
H 4.01685 -1.44397 -4.52726 0.0 0.0 0.0
H 1.66124 -0.74052 -5.01515 0.0 0.0 0.0
H 0.03842 -0.67993 -3.13503 0.0 -0.1 0.0
O -3.98750 -0.88048 -1.28966 0.6 -0.1 -0.3
C -2.76393 -0.57500 -1.71332 0.1 -0.3 0.3
O -1.92869 -1.43068 -1.97794 -0.7 0.4 -0.3
C -2.46693 0.91795 -1.77011 -0.1 0.0 0.1
N -3.70058 1.66720 -1.52745 -0.1 -0.1 -0.1
C -4.13653 2.17205 -2.83082 0.0 0.1 -0.1
C -2.85028 2.46905 -3.60234 0.0 0.0 0.0
C -1.88989 1.36719 -3.13357 0.0 0.0 0.0
H -1.75753 1.08456 -0.95484 -0.2 -0.1 -0.3
H -3.52368 2.42552 -0.87822 0.0 0.0 0.0
H -4.41711 -0.00590 -1.11142 0.1 0.1 0.0
H -4.79061 3.03390 -2.70362 0.0 0.0 0.0
H -4.70952 1.38876 -3.33651 0.0 0.0 0.0
H -2.46722 3.45183 -3.32066 0.0 0.0 0.0
H -2.99694 2.46205 -4.68090 0.0 0.0 -0.1
H -0.87256 1.73996 -3.02101 0.0 0.0 0.0
H -1.85870 0.53016 -3.83302 0.0 0.0 0.0
C -2.31363 -4.54775 -2.23756 0.1 0.0 0.0
S -0.69742 -3.98586 -2.75836 -0.2 -0.1 -0.3
C -0.04150 -5.54225 -3.35449 -0.1 0.1 0.1
O 0.09282 -3.76113 -1.48867 0.2 0.2 0.4
H -2.89487 -4.77757 -3.12667 -0.1 0.0 -0.1
H -2.76442 -3.72336 -1.69093 0.0 0.0 0.0
H -2.20754 -5.41852 -1.59636 0.0 -0.1 0.0
H -0.63385 -5.87012 -4.20477 -0.1 0.0 -0.1
H -0.07270 -6.27137 -2.54878 0.0 0.0 0.1
H 0.98452 -5.36511 -3.66337 0.1 0.0 0.0